No. 1
Molecular formula: C4H9NO
Method: DFT, ωB97M-V/def2-TZVPD

Values from the calculation:
Energy above the lowest of the compared OMol25 structures with the same formula, charge and spin   3.296 eV
HOMO energy   -9.56 eV
Structure (SMILES)   C=NC.CC=O
Largest force on an atom   2.75 eV Å⁻¹

XYZ file:
```
15
C4H9NO | the Open Molecules 2025 dataset | ωB97M-V/def2-TZVPD
O 0.15568 2.12549 -0.81999
N 0.60032 -0.76727 0.49896
C -0.82254 1.40585 -0.82111
C 0.13094 -1.94446 0.35368
C -1.78146 1.35273 0.33009
C 1.96676 -0.53759 -0.10793
H 2.60055 -0.16776 0.76574
H -0.91285 -2.01298 0.33000
H -2.70452 1.84755 0.13235
H -1.43829 1.99210 1.12417
H 2.36187 -1.51126 -0.53942
H -1.88122 0.38282 0.91053
H -0.96365 0.52307 -1.48412
H 1.93793 0.25114 -0.94218
H 0.75048 -2.93942 0.26923
```

No. 2
Molecular formula: C36H51BaBrN3OP2
Method: DFT, ωB97M-V/def2-TZVPD

Values from the calculation:
Net charge   +1
Energy above the lowest of the compared OMol25 structures with the same formula, charge and spin   0.000 eV
HOMO energy   -8.20 eV
Largest force on an atom   4.78 eV Å⁻¹

XYZ file:
```
95
C36H51BaBrN3OP2 | the Open Molecules 2025 dataset | ωB97M-V/def2-TZVPD
Ba 0.50575 -0.95924 1.05042
Br -0.17663 -6.36277 4.27623
P -1.43648 1.55565 2.01423
P 2.31095 -1.12492 -1.56225
O 4.22457 -2.32618 3.09011
N -0.74308 -3.48704 1.33172
N -1.46973 0.05207 -0.22826
N 1.14817 1.51179 -0.33468
C -2.21482 0.45647 4.49999
C 0.21445 0.23773 3.90400
C -3.24700 0.31652 -2.93469
C 0.85519 2.61569 0.44125
C 0.30312 -2.08780 -3.30141
C 4.73469 -2.44119 -0.98473
C -0.91086 -5.35878 2.83784
C 1.71392 -2.45440 -2.78765
C 3.17534 -1.89817 2.90969
C 1.87404 1.67721 -1.45194
C -3.34354 3.47225 3.02854
C -1.00863 1.17971 3.87596
C -2.36395 2.58065 -2.73994
C -4.03269 2.05365 -4.42336
C -2.65208 -4.95317 1.23554
C 2.36040 3.96828 -0.92435
C 1.56030 3.83190 0.19444
C 1.63408 -3.79002 -2.01280
C 2.67547 -2.58050 -3.97395
C -0.66586 2.46394 4.63480
C -0.22078 -4.24334 2.33127
C 4.19011 -1.03600 -1.29884
C -4.04310 0.71669 -4.00736
C 1.96753 0.47711 -2.41423
C 2.48236 2.88563 -1.79813
C -2.45461 1.25937 -2.25651
C 4.44188 -0.12131 -0.08048
C -1.81630 0.82629 -1.05878
C -3.18915 2.97865 -3.79515
C -4.17391 1.65604 1.49463
C -2.14186 -5.72102 2.28664
C -3.01470 2.62714 1.79263
C -2.82103 3.56869 0.59723
C -0.14415 2.60656 1.46734
C 4.90459 -0.44396 -2.51940
C -1.92550 -3.84122 0.78894
H 5.98958 -0.50926 -2.34200
H 4.68391 -0.99098 -3.44494
H -0.14436 -2.97983 -3.76930
H 2.59962 -4.07975 -1.57640
H 4.29832 -2.85560 -0.06379
H -4.68062 2.36841 -5.24527
H 2.89401 4.89580 -1.12795
H 1.42086 4.64468 0.90705
H -2.30313 -3.21278 -0.02898
H -2.43832 -0.48109 3.96969
H 4.66461 0.61758 -2.66358
H -3.96418 1.03043 0.61761
H -0.05021 -0.80517 3.63551
H -2.55797 3.01779 -0.31176
H -3.53925 2.86647 3.92191
H 4.05726 -0.55403 0.85698
H 2.77319 -1.63707 -4.52933
H -0.38852 2.18808 5.66353
H -2.03913 4.31416 0.78637
H -3.17369 4.01715 -4.12864
H 3.99992 0.87520 -0.21106
H 0.60459 0.18412 4.93114
H 0.99900 0.37873 -2.93734
H -3.13002 1.06073 4.50144
H -1.50714 3.16162 4.70613
H -0.37483 -1.75751 -2.49644
H -1.98238 0.20536 5.54556
H -3.59952 -5.19360 0.75926
H 0.88883 -3.75396 -1.20139
H 3.04687 2.94904 -2.72545
H -0.05650 3.48323 2.12718
H -3.24318 -0.72377 -2.59353
H 2.71907 0.68385 -3.18924
H -4.26355 4.03649 2.80849
H -2.67503 -6.58246 2.67526
H -2.55678 4.20755 3.24313
H 1.05093 0.60437 3.27962
H 4.57449 -3.15567 -1.80251
H 3.67378 -2.93178 -3.68067
H 2.26023 -3.33051 -4.66595
H 5.82120 -2.36216 -0.82832
H -5.08169 2.24400 1.29353
H -4.67491 -0.01795 -4.50803
H 0.18761 2.98781 4.18977
H 0.75040 -3.93985 2.72780
H 0.33834 -1.30217 -4.06889
H -4.37779 0.99369 2.34715
H 5.52906 0.00379 0.03989
H -1.65280 3.27580 -2.28428
H -3.76734 4.09907 0.40944
H 1.33076 -4.58272 -2.71297
```